Entry 1:
{
  "formula": "C14H48O10",
  "method": "wB97M-V/def2-TZVPD",
  "spin_multiplicity": 1,
  "largest_force_ev_per_a": 3.21,
  "orbital_gap_ev": 10.43,
  "e_homo_ha": -0.37122,
  "smiles": "CCO.CCO.CCO.CCO.CCO.CCO.CCO.O.O.O",
  "e_above_lowest_kcal_mol": 88.15,
  "symbols": ["O", "H", "H", "O", "H", "H", "O", "H", "H", "C", "C", "O", "H", "H", "H", "H", "H", "H", "C", "C", "O", "H", "H", "H", "H", "H", "H", "C", "C", "O", "H", "H", "H", "H", "H", "H", "C", "C", "O", "H", "H", "H", "H", "H", "H", "C", "C", "O", "H", "H", "H", "H", "H", "H", "C", "C", "O", "H", "H", "H", "H", "H", "H", "C", "C", "O", "H", "H", "H", "H", "H", "H"],
  "coordinates": [[-5.72797, 1.05772, -7.35517], [-5.18450, 1.18443, -6.57746], [-6.34068, 1.79301, -7.34217], [-3.38185, -4.05362, -4.78849], [-3.46563, -3.17184, -4.42561], [-3.96396, -4.05675, -5.54833], [1.22204, 1.29123, -11.63837], [1.04384, 0.82968, -10.81895], [1.24251, 0.60212, -12.30241], [-0.80311, 0.61294, -1.07064], [-1.65029, 1.58211, -2.00144], [-1.69688, 1.04562, -3.28013], [0.25870, 0.57678, -1.31424], [-1.28376, -0.36437, -1.02652], [-0.84012, 1.03247, -0.06528], [-1.16831, 2.55738, -1.93318], [-2.66618, 1.74861, -1.64319], [-0.84145, 1.10718, -3.71145], [-5.86966, -5.16053, 2.19793], [-5.11320, -4.63667, 3.41425], [-4.82285, -5.83842, 4.07934], [-6.79925, -5.64584, 2.49531], [-5.28351, -5.81881, 1.55668], [-6.17142, -4.34532, 1.54031], [-5.78605, -3.99249, 3.98030], [-4.19275, -4.07512, 3.25443], [-5.66462, -6.19860, 4.36798], [3.09321, 6.75257, -1.34081], [3.63199, 5.94081, -2.49948], [4.55145, 6.80440, -3.20692], [2.30182, 6.34574, -0.71128], [2.77218, 7.74991, -1.64138], [3.98122, 6.88272, -0.72224], [2.76577, 5.74876, -3.13263], [4.02676, 4.93201, -2.37870], [5.32397, 6.75809, -2.63887], [-5.06258, 2.02282, 5.18483], [-6.38355, 1.73927, 5.94858], [-7.36156, 1.63925, 5.01876], [-4.26869, 2.31313, 5.87299], [-5.32766, 2.92203, 4.62874], [-4.79340, 1.15630, 4.58084], [-6.59002, 2.59296, 6.59408], [-6.23868, 0.83566, 6.54070], [-8.18491, 1.61167, 5.51161], [2.46519, 1.13527, 6.99775], [3.13363, 2.37323, 7.50649], [3.37699, 3.23520, 6.41593], [2.78364, 0.27454, 7.58582], [2.76327, 1.08381, 5.95055], [1.37683, 1.11334, 7.05333], [4.02408, 2.14063, 8.09053], [2.50150, 2.96348, 8.16989], [3.99155, 2.77005, 5.84361], [4.46939, -1.46304, -5.87992], [3.27797, -1.43528, -6.77655], [2.79422, -0.09627, -6.68521], [5.37913, -1.03348, -6.29938], [4.76094, -2.48032, -5.61874], [4.23279, -1.00173, -4.92110], [2.54889, -2.13806, -6.37326], [3.60167, -1.76665, -7.76322], [3.51671, 0.48937, -6.92318], [4.73728, -3.90663, 1.84345], [5.36344, -4.59225, 3.01444], [5.87107, -5.79211, 2.59514], [5.33520, -4.03375, 0.94099], [4.46915, -2.85661, 1.96038], [3.71351, -4.20773, 1.62132], [4.71442, -4.58702, 3.89013], [6.21696, -4.04578, 3.41565], [5.29423, -6.55324, 2.69284]],
  "lowdin_charge": [-0.055, 0.027, 0.028, -0.055, 0.027, 0.028, -0.054, 0.027, 0.027, -0.079, -0.324, -0.079, 0.064, 0.066, 0.058, 0.098, 0.108, 0.088, -0.102, -0.317, -0.092, 0.073, 0.077, 0.066, 0.104, 0.113, 0.079, -0.097, -0.317, -0.085, 0.072, 0.079, 0.067, 0.100, 0.109, 0.072, -0.075, -0.386, -0.058, 0.068, 0.071, 0.073, 0.109, 0.106, 0.093, -0.089, -0.342, -0.083, 0.072, 0.074, 0.074, 0.107, 0.112, 0.076, -0.121, -0.321, -0.086, 0.075, 0.072, 0.080, 0.115, 0.108, 0.078, -0.101, -0.374, -0.057, 0.078, 0.068, 0.069, 0.112, 0.110, 0.095]
}

=====

Entry 2:
{
  "formula": "C31H30BF5O2S",
  "method": "wB97M-V/def2-TZVPD",
  "spin_multiplicity": 1,
  "largest_force_ev_per_a": 3.25,
  "orbital_gap_ev": 7.85,
  "e_homo_ha": -0.29047,
  "smiles": "CC1(C)OB(C(c2cccc(F)c2)c2cccc(F)c2)OC1(C)C.Cc1ccc(-c2ccc(C(F)(F)F)cc2)s1",
  "e_above_lowest_kcal_mol": 2.49,
  "symbols": ["C", "C", "C", "C", "C", "B", "C", "C", "C", "C", "C", "F", "F", "F", "C", "C", "O", "C", "C", "C", "C", "C", "C", "O", "S", "H", "H", "H", "H", "H", "H", "H", "H", "H", "H", "H", "H", "H", "H", "H", "H", "H", "H", "H", "H", "H", "F", "C", "C", "C", "C", "C", "C", "C", "C", "C", "C", "C", "F", "C", "C", "H", "H", "H", "H", "H", "H", "H", "H", "H"],
  "coordinates": [[6.38905, 3.27234, 1.34227], [5.04053, 3.09532, 1.89804], [4.34991, 3.93223, 2.76770], [3.19192, 3.29821, 3.30354], [2.91782, 2.06935, 2.70342], [-0.88802, 2.71209, 1.02824], [1.94872, 1.09971, 3.08108], [1.22763, 1.27263, 4.28875], [0.75840, 0.14694, 4.94650], [0.94700, -1.10728, 4.35862], [0.74523, -2.30975, 5.22002], [0.69914, -3.46915, 4.49954], [1.77515, -2.41417, 6.11652], [-0.41939, -2.22383, 5.94236], [1.43223, -1.25486, 3.06131], [1.89439, -0.13303, 2.39457], [-0.68404, 3.86311, 1.77498], [-0.36626, 4.88064, 0.81583], [-1.69130, 5.55132, 0.46362], [0.57625, 5.89885, 1.46961], [0.25076, 4.03578, -0.39299], [-0.25236, 4.35465, -1.79840], [1.76638, 4.15968, -0.44796], [-0.14945, 2.66021, -0.13572], [4.11151, 1.72258, 1.46899], [6.84274, 4.11656, 1.84858], [7.00932, 2.37540, 1.47362], [6.30328, 3.46280, 0.26680], [4.69476, 4.93765, 3.03809], [2.61080, 3.64606, 4.14558], [1.17143, 2.27692, 4.72433], [0.28994, 0.21084, 5.92570], [1.46534, -2.24169, 2.60410], [2.27790, -0.19532, 1.36540], [-1.51780, 6.42811, -0.15900], [-2.38280, 4.86959, -0.04988], [-2.17967, 5.88129, 1.38733], [0.83354, 6.69230, 0.74880], [0.08446, 6.39567, 2.31692], [1.52426, 5.47570, 1.83404], [-0.05869, 5.40417, -2.06060], [0.31633, 3.73125, -2.50244], [-1.31522, 4.12646, -1.92150], [2.02104, 5.17981, -0.79092], [2.25388, 3.97347, 0.52103], [2.15669, 3.44414, -1.18111], [-2.50505, -2.90070, 3.63390], [-2.15357, -2.09053, 2.57791], [-1.89684, -2.69091, 1.34711], [-1.36618, -1.87473, 0.34340], [-1.19277, -0.51407, 0.55789], [-1.56397, 0.10435, 1.76662], [-1.77947, 1.60952, 1.66771], [-2.67697, 2.21153, 2.71524], [-3.82314, 2.88443, 2.27178], [-4.71035, 3.45122, 3.18302], [-4.48887, 3.32274, 4.56099], [-3.32503, 2.66635, 4.95739], [-3.05099, 2.56787, 6.30440], [-2.42316, 2.09638, 4.07108], [-2.05542, -0.71324, 2.80482], [-2.13086, -3.73948, 1.19465], [-1.12161, -2.30825, -0.63135], [-0.84342, 0.12504, -0.24962], [-2.35673, 1.67230, 0.71028], [-4.00596, 2.93820, 1.19973], [-5.58609, 3.98396, 2.82093], [-5.17931, 3.69672, 5.30551], [-1.52948, 1.57572, 4.42322], [-2.36927, -0.32950, 3.77632]],
  "lowdin_charge": [-0.113, -0.607, -0.120, -0.104, -0.465, -0.623, -0.236, -0.003, -0.012, -0.143, -0.524, 0.116, 0.122, 0.111, -0.002, -0.037, 0.138, -0.442, -0.006, -0.004, -0.433, -0.016, -0.017, 0.147, 1.102, 0.080, 0.084, 0.082, 0.115, 0.105, 0.119, 0.131, 0.129, 0.104, 0.091, 0.092, 0.101, 0.096, 0.097, 0.075, 0.098, 0.095, 0.089, 0.102, 0.066, 0.096, 0.034, -0.242, -0.016, -0.071, -0.047, -0.137, -0.069, -0.187, -0.030, -0.062, -0.010, -0.230, 0.030, 0.035, 0.047, 0.116, 0.110, 0.117, 0.163, 0.120, 0.106, 0.113, 0.114, 0.119]
}

=====

Entry 3:
{
  "formula": "C15H19N4O3S",
  "method": "wB97M-V/def2-TZVPD",
  "total_charge": -1,
  "spin_multiplicity": 1,
  "largest_force_ev_per_a": 4.72,
  "orbital_gap_ev": 4.54,
  "e_homo_ha": -0.11797,
  "e_above_lowest_kcal_mol": 0.00,
  "symbols": ["C", "C", "S", "O", "H", "H", "H", "C", "C", "C", "C", "O", "N", "C", "C", "N", "N", "C", "N", "C", "C", "C", "C", "C", "C", "O", "H", "H", "H", "H", "H", "H", "H", "H", "H", "H", "H", "H", "H", "H", "H", "H"],
  "coordinates": [[-2.80227, -2.83235, -1.42597], [-1.92612, -1.65654, -1.65780], [-0.32433, -1.76981, -1.13961], [-2.36181, -0.66731, -2.22015], [-3.84576, -2.51883, -1.37219], [-2.70531, -3.55017, -2.24072], [-2.54443, -3.33555, -0.49489], [2.57515, -0.78715, 3.50078], [1.48275, -0.25673, 2.65786], [0.18658, -0.38328, 2.99391], [-0.89696, 0.11980, 2.15427], [-0.68400, 0.45164, 0.99297], [-2.19403, 0.24432, 2.67135], [-3.22510, 0.76065, 1.79646], [-2.53755, 0.08583, 4.09017], [1.82213, 0.28987, 1.44954], [2.98010, 0.31846, 1.02443], [3.12331, 0.63386, -0.31160], [1.92022, 0.82003, -0.97637], [1.73249, 1.03498, -2.35180], [0.44395, 1.14951, -2.87000], [0.24991, 1.32656, -4.22195], [1.33372, 1.37377, -5.07872], [2.61728, 1.26208, -4.57763], [2.81484, 1.09109, -3.22741], [4.20030, 0.70069, -0.86904], [2.27483, -0.90253, 4.54262], [2.90503, -1.75529, 3.12571], [3.42053, -0.10177, 3.46834], [-0.06219, -0.92513, 3.88851], [-2.82464, 0.83024, 0.78486], [-4.08853, 0.09764, 1.79138], [-3.53107, 1.75340, 2.12223], [-1.66639, -0.13100, 4.69953], [-2.98472, 1.00473, 4.46494], [-3.25621, -0.72237, 4.21014], [1.08144, 0.72524, -0.37553], [-0.40052, 1.06818, -2.20318], [-0.75294, 1.40519, -4.61144], [1.17744, 1.47946, -6.13922], [3.46517, 1.28170, -5.24429], [3.80773, 0.98689, -2.82051]],
  "lowdin_charge": [-0.163, -1.103, 0.506, -0.125, 0.060, 0.065, 0.043, -0.051, -0.292, 0.078, -0.419, -0.011, -0.148, -0.048, -0.058, 0.073, 0.149, -0.501, 0.143, -0.224, -0.041, -0.087, -0.123, -0.108, -0.030, 0.051, 0.075, 0.089, 0.072, 0.101, 0.088, 0.087, 0.083, 0.064, 0.080, 0.083, 0.092, 0.088, 0.101, 0.085, 0.091, 0.086]
}